12
Properties=species:S:1:pos:R:3 method="wB97M-V/def2-TZVPD" e_above_lowest_kcal_mol=64.0 e_lumo_ha=0.020 total_energy_ha=-306.40431 orbital_gap_ev=9.51 homo_ev=-9.0 charge=0
O 0.217 0.348 0.617
O -1.366 1.916 0.833
C 0.852 -0.098 -0.458
C -2.008 -0.123 -0.297
C -1.097 0.843 0.392
C 2.248 -0.419 -0.013
H 2.790 0.540 0.000
H -2.259 -0.920 0.409
H 2.748 -1.070 -0.734
H 2.301 -0.836 1.002
H -2.921 0.391 -0.597
H -1.506 -0.572 -1.155

***

103
Properties=species:S:1:pos:R:3 method="wB97M-V/def2-TZVPD" e_above_lowest_kcal_mol=445.0 e_lumo_ha=-0.175 total_energy_ha=-4198.49821 orbital_gap_ev=6.03 homo_ev=-10.8 charge=+1
P 0.408 3.303 2.606
P -2.738 -7.383 -6.422
P 5.660 4.936 -1.572
P -0.680 1.999 9.291
P -4.352 -0.912 -3.776
O 6.744 4.099 -0.568
O -2.091 2.764 9.507
O -4.179 0.637 -3.093
O -0.829 0.498 9.472
O -1.562 -8.404 -7.099
O -3.750 -7.697 -7.645
O 1.973 3.065 1.987
O -0.288 2.290 10.912
O -5.857 -0.781 -3.916
O -4.321 -2.438 -4.515
O -3.779 -6.151 -5.897
O 6.037 6.307 -1.045
O 0.466 2.093 3.524
O -3.960 -1.605 -2.357
O 4.398 4.318 -0.760
O -0.931 1.959 7.611
O 0.935 4.632 3.358
O 4.093 -0.449 -2.395
O -1.195 3.697 2.999
O 4.596 5.531 -2.747
O -3.010 -8.282 -5.229
N 1.052 -0.272 -1.082
C 4.276 4.599 0.630
C -2.175 2.690 2.747
C -4.745 -2.469 -5.883
C -0.022 1.155 6.858
C 2.171 1.860 1.262
C 0.665 4.790 4.748
C -4.641 1.730 -3.891
C 0.373 -3.047 -0.718
C 5.187 6.346 -3.762
C 4.689 -0.740 0.114
C -3.426 -5.524 -4.664
C -3.288 2.122 9.091
C 8.123 4.449 -0.699
C -0.292 -0.627 -1.027
C 2.077 -1.201 -0.969
C -0.689 -2.018 -0.866
C 1.787 -2.642 -0.778
C -4.762 -1.327 -1.214
C -4.167 -9.040 -7.861
C -0.432 -8.695 -6.278
C 0.921 1.688 11.375
B 3.638 -0.777 -1.082
H -4.075 2.368 9.805
H 3.922 -1.272 -2.905
H 1.269 0.716 -1.224
H -0.008 1.519 5.829
H -5.772 -1.017 -1.482
H 3.027 1.994 0.595
H 1.692 1.718 10.605
H 1.291 1.619 0.663
H -3.185 1.038 9.048
H 0.398 -8.982 -6.924
H -4.318 -3.353 -6.358
H -4.401 -1.583 -6.418
H -0.139 -7.822 -5.692
H -0.664 -9.527 -5.614
H 0.129 -4.133 -0.595
H -3.802 -6.115 -3.829
H -4.825 -2.234 -0.611
H 5.466 0.041 -0.135
H -4.429 1.560 -4.947
H -5.832 -2.534 -5.929
H 5.272 7.373 -3.405
H 0.986 1.217 7.269
H 4.539 6.328 -4.639
H -1.071 0.170 -1.119
H 0.496 3.837 5.249
H 8.376 4.658 -1.739
H -2.343 -5.408 -4.582
H 1.524 5.278 5.209
H -5.711 1.866 -3.744
H 8.341 5.320 -0.082
H 5.249 -1.727 0.094
H -4.288 -0.543 -0.620
H 0.728 0.656 11.670
H -3.578 2.498 8.107
H -3.887 -4.536 -4.636
H 8.726 3.611 -0.349
H 2.642 -3.361 -0.698
H 4.674 3.760 1.204
H 3.220 4.714 0.867
H 2.387 1.045 1.955
H 1.272 2.245 12.245
H -1.756 -2.343 -0.851
H -4.124 2.634 -3.568
H -3.556 -9.488 -8.646
H -4.097 -9.647 -6.958
H -2.220 2.000 3.589
H 4.796 5.513 0.919
H 4.256 -0.552 1.129
H -0.211 5.427 4.876
H 6.169 5.966 -4.045
H -1.949 2.144 1.830
H -3.146 3.175 2.639
H -0.359 0.118 6.857
H -5.206 -9.027 -8.191

***

18
Properties=species:S:1:pos:R:3 method="wB97M-V/def2-TZVPD" spin_multiplicity=2 e_above_lowest_kcal_mol=63.0 e_lumo_ha="-0.192 / -0.314" total_energy_ha=-326.72364 orbital_gap_ev="8.40 / 5.06" homo_ev="-13.6 / -13.6" charge=+1
O 2.354 0.588 1.945
N -1.553 -0.582 -1.029
C 0.204 0.942 0.819
C 1.079 0.041 1.632
C 0.394 0.866 -0.707
C -0.153 -0.433 -1.299
C -2.415 -1.460 -1.043
H 0.035 -0.448 -2.373
H -0.122 1.708 -1.180
H 1.443 1.020 -0.935
H 0.649 -0.166 2.606
H 0.313 1.995 1.121
H -0.879 0.923 1.019
H 0.376 -1.315 -0.906
H -2.151 -2.519 -1.211
H -3.484 -1.290 -0.892
H 1.218 -0.975 1.227
H 2.692 1.105 1.205

***

39
Properties=species:S:1:pos:R:3 method="wB97M-V/def2-TZVPD" e_above_lowest_kcal_mol=13.8 e_lumo_ha=-0.172 total_energy_ha=-1434.80249 orbital_gap_ev=8.76 homo_ev=-13.4 charge=+1
Cl 1.244 0.209 0.576
O 2.473 3.567 -2.204
O 3.621 5.429 -2.687
O -3.062 -2.762 1.793
O -3.451 -4.715 0.776
O -3.869 -2.789 -0.313
O 1.809 4.879 -3.912
N -0.359 1.068 -1.564
C -0.683 -1.178 -1.067
C 0.401 -0.056 -0.978
C 3.547 2.811 -0.144
C -3.011 -3.784 2.808
C -1.642 0.961 -1.383
C -2.707 -4.994 1.971
C -1.979 -3.477 3.879
C 4.090 4.949 -1.419
C -1.880 -0.313 -0.539
C 2.562 4.653 -3.024
C 3.717 3.496 -1.487
C -3.496 -3.370 0.658
H 4.417 2.930 -2.110
H 2.638 2.213 -0.141
H 0.026 1.863 -2.074
H -2.416 1.652 -1.742
H -2.898 -0.744 -0.473
H -0.447 -2.093 -0.500
H -4.008 -3.843 3.254
H -3.033 -5.925 2.429
H 5.161 5.112 -1.307
H -1.056 -4.040 3.728
H -1.612 0.051 0.483
H -1.650 -5.075 1.701
H -1.726 -2.417 3.898
H 3.487 3.526 0.679
H 4.397 2.162 0.066
H -2.360 -3.757 4.861
H -0.962 -1.410 -2.114
H 1.159 -0.282 -1.747
H 3.558 5.493 -0.634

***

11
Properties=species:S:1:pos:R:3 method="wB97M-V/def2-TZVPD" spin_multiplicity=3 e_above_lowest_kcal_mol=0.0 e_lumo_ha="-0.505 / -0.637" total_energy_ha=-1944.18079 orbital_gap_ev="9.64 / 6.14" homo_ev="-23.4 / -23.5" charge=+3
Cu -3.202 1.769 2.485
O 2.951 -1.334 -1.344
O -2.485 0.303 1.883
C 2.221 -0.529 -1.732
C -0.706 0.314 0.331
C -1.530 -0.234 1.290
C -0.144 0.658 -0.802
H 0.427 1.593 -0.864
H -0.533 0.276 -1.754
H -0.742 -0.882 1.826
H 3.743 -1.936 -1.319

***

- Which value of charge does entry 1 give?
  0